(1)
DFT (ωB97M-V with the def2-TZVPD basis set) results for the molecule C2H5NOS at a distorted geometry.

```
10
Properties=species:S:1:pos:R:3:forces:R:3:nbo_charge:R:1
C -0.0770 -0.8735 -0.9131 1.383 0.072 1.291 -0.636
C -0.2201 -0.5313 0.5766 -0.899 -1.086 0.928 -0.256
N 0.2318 0.7901 0.9111 -0.247 2.516 -1.176 -0.699
O 0.5821 3.2189 0.8392 -0.154 0.133 -0.754 -0.853
S 0.1402 2.1013 0.0228 0.489 -2.787 2.841 1.368
H -0.6485 -0.2272 -1.5242 -1.453 -0.136 -0.911 0.208
H -0.1057 -1.9721 -1.0029 -0.424 0.676 -0.718 0.227
H 0.9404 -0.4992 -1.1818 -0.304 -0.772 0.324 0.210
H 0.3828 -1.3245 1.0786 0.136 1.021 0.117 0.206
H -1.2261 -0.6824 1.1938 1.474 0.363 -1.942 0.225
```
Positions in Å, forces in eV/Å.

The total energy comes out at -607.31694 Ha. As for the energy above the lowest of the compared OMol25 structures with the same formula, charge and spin: 236.0 kJ/mol. The calculation puts the gap between HOMO and LUMO at 9.33 eV. For the LUMO energy, the calculation gives -0.717 eV.

***

(2)
DFT (ωB97M-V with the def2-TZVPD basis set) results for a cluster of 2 separate species, C2H5NOS in total at a distorted geometry.

```
10
Properties=species:S:1:pos:R:3:forces:R:3:nbo_charge:R:1
C 0.7949 -0.1723 1.2801 -1.017 1.690 1.651 0.145
C 0.8705 -0.8022 -1.0547 -0.302 -0.362 -1.980 -0.460
N 1.1741 -0.6860 0.2952 1.957 -1.777 -0.573 -0.373
O -2.4686 0.9795 0.2280 -1.070 1.761 2.566 -0.835
S -1.1340 1.9953 0.0707 -0.193 -1.000 0.362 0.157
H 1.2390 -0.2282 2.2723 -0.181 0.168 0.223 0.189
H 1.1611 -1.8772 -1.4545 -1.227 2.115 0.876 0.225
H -0.2156 -0.4250 -1.0916 1.353 -0.911 -0.945 0.241
H 1.5540 -0.1145 -1.6238 -0.833 -0.460 0.455 0.228
H -2.9755 1.3306 1.0785 1.513 -1.224 -2.635 0.485
```
Positions in Å, forces in eV/Å.

The total energy comes out at -607.21297 Ha. As for the energy above the lowest of the compared OMol25 structures with the same formula, charge and spin: 508.9 kJ/mol. The calculation puts the gap between HOMO and LUMO (spin up / spin down) at 8.76 / 6.10 eV. For the LUMO energy (spin up / spin down), the calculation gives 0.118 / -1.036 eV.

***

(3)
DFT (ωB97M-V with the def2-TZVPD basis set) results for a structure of composition C2H5NOS at a distorted geometry.

```
10
Properties=species:S:1:pos:R:3:forces:R:3:nbo_charge:R:1
C -0.4010 -0.4991 0.0111 0.558 -3.685 -4.757 -0.366
C 0.2927 0.2139 -1.3111 -2.762 -0.176 -0.953 0.437
H -0.3669 1.4426 1.1935 -0.112 -5.340 0.277 0.402
H -1.1193 -0.6009 1.7668 3.525 3.764 -0.759 0.408
H -1.4628 -1.0034 -0.2726 2.014 2.085 0.328 0.215
H 0.2093 -1.5327 -0.0091 -0.839 1.941 0.306 0.210
H 1.5889 0.4336 0.5633 0.322 2.419 -2.370 0.233
N -0.1904 0.1171 1.2582 -3.790 1.686 2.396 -0.876
O -0.1788 0.0449 -2.4483 2.112 0.653 3.627 -0.544
S 1.6283 1.3840 -0.7519 -1.026 -3.346 1.905 -0.119
```
Positions in Å, forces in eV/Å.

The total energy comes out at -607.22623 Ha. As for the energy above the lowest of the compared OMol25 structures with the same formula, charge and spin: 474.1 kJ/mol. The calculation puts the gap between HOMO and LUMO at 9.88 eV. For the LUMO energy, the calculation gives 0.151 eV.

***

(4)
DFT (ωB97M-V with the def2-TZVPD basis set) results for the molecule C2H5NOS at a distorted geometry.

```
10
Properties=species:S:1:pos:R:3:forces:R:3:nbo_charge:R:1
C -1.2587 -0.1230 -0.5669 -0.348 1.267 2.393 -0.666
C 0.2247 0.1037 -0.3782 -0.209 -0.443 -1.444 0.131
H -1.5408 -0.9692 -1.1170 -0.053 -1.340 -0.743 0.239
H -1.7873 -0.1216 0.4598 0.715 -0.199 -1.547 0.198
H -1.6427 0.7337 -1.0925 -0.144 0.378 -0.261 0.251
H 0.1051 -0.5946 1.5744 -1.972 -0.969 1.214 0.394
H 2.3251 0.2970 0.5972 0.505 0.174 -0.503 0.493
N 0.5843 -0.1443 0.8713 -0.245 1.114 -2.777 -0.241
O 1.7359 0.2485 1.3590 2.831 0.508 1.165 -0.524
S 1.2543 0.5698 -1.7071 -1.081 -0.490 2.502 -0.275
```
Positions in Å, forces in eV/Å.

The total energy comes out at -607.31231 Ha. As for the energy above the lowest of the compared OMol25 structures with the same formula, charge and spin: 248.1 kJ/mol. The calculation puts the gap between HOMO and LUMO at 9.38 eV. Its SMILES is CC(=S)NO. For the LUMO energy, the calculation gives 0.721 eV.

***

(5)
DFT (ωB97M-V with the def2-TZVPD basis set) results for a cluster of 3 separate species, C2H5NOS in total at a distorted geometry.

```
10
Properties=species:S:1:pos:R:3:forces:R:3:nbo_charge:R:1
C 0.2054 -0.7469 -2.3505 -2.420 4.625 0.338 -0.289
C 0.3017 -0.9781 0.0890 0.722 -0.002 -2.226 0.333
H -1.1118 -0.1795 -2.8600 4.501 -2.013 0.425 0.219
H 0.0747 -1.8383 -2.1676 0.827 0.735 -1.126 0.199
H 1.4239 -0.0570 -2.7930 -4.102 -2.782 1.116 0.234
H 0.8934 -1.9473 -0.0096 -1.217 1.050 -0.998 0.192
H 0.3152 1.5831 -0.0274 -1.359 -0.850 2.812 0.155
N 0.2419 -0.6027 1.2698 -0.914 2.903 0.710 -0.526
O -0.1422 -0.1435 -1.0142 2.402 -3.508 0.402 -0.584
S -0.3246 1.1347 1.2908 1.561 -0.159 -1.454 0.067
```
Positions in Å, forces in eV/Å.

The total energy comes out at -607.17211 Ha. As for the energy above the lowest of the compared OMol25 structures with the same formula, charge and spin: 616.2 kJ/mol. The calculation puts the gap between HOMO and LUMO at 8.98 eV. For the LUMO energy, the calculation gives 0.201 eV.

***

(6)
DFT (ωB97M-V with the def2-TZVPD basis set) results for a cluster of 2 separate species, C2H5NP2 in total at a distorted geometry.

```
10
Properties=species:S:1:pos:R:3:forces:R:3:nbo_charge:R:1
C -0.8800 -2.2196 0.7871 -0.287 2.762 0.773 -0.839
C 0.2785 1.8805 -0.7822 0.561 0.299 3.407 -0.426
N -0.3236 0.6748 -0.3585 0.299 -0.102 0.117 -0.906
P -2.0293 -3.2637 1.3723 -1.996 2.546 -1.684 0.391
P -1.6927 0.0925 -0.1447 0.310 -2.998 1.227 1.046
H 0.1728 -2.1054 1.1973 -0.997 -0.390 -1.300 0.198
H 0.8365 1.6806 -1.5964 1.900 -0.807 -3.062 0.211
H 1.1324 2.0955 0.0015 -2.057 0.473 -1.257 0.220
H -0.4485 2.6204 -1.0804 0.077 0.867 0.559 0.189
H -1.2362 -4.2694 1.5852 2.190 -2.650 1.220 -0.085
```
Positions in Å, forces in eV/Å.

The total energy comes out at -816.47422 Ha. As for the energy above the lowest of the compared OMol25 structures with the same formula, charge and spin: 404.3 kJ/mol. The calculation puts the gap between HOMO and LUMO at 7.35 eV. For the LUMO energy, the calculation gives -0.284 eV.